Computed, not measured: a cluster of 3 separate species, C23H31F16N4O5 in total at a distorted geometry, with ωB97M-V/def2-TZVPD.

orbital gap: 10.11 eV
HOMO: -12.8 eV
LUMO level: -2.737 eV
molar mass: 747.5 g mol⁻¹
total charge: +1

Last column: Mulliken charge in e.
Cartesian coordinates (Å):
C1 2.14 -1.86 2.45  -0.80
C2 1.56 -2.25 1.14  0.96
O1 1.22 -3.36 0.83  -0.63
O2 1.49 -1.21 0.29  -0.31
C3 0.55 -1.29 -0.79  -0.80
C4 -0.66 -0.34 -0.64  -0.21
C5 -0.82 0.45 0.67  -0.47
C6 -2.30 0.70 1.05  -0.48
C7 -2.68 0.55 2.53  -1.06
C8 -2.47 -0.80 3.19  -0.94
N1 -3.47 -1.81 2.78  0.16
C9 -4.82 -1.68 3.29  -1.09
C10 -5.18 -2.76 4.29  0.04
O3 -6.30 -3.06 4.53  -0.42
C11 -3.07 -2.82 2.00  0.28
N2 -1.78 -2.99 1.63  -0.19
C12 -1.76 -4.13 0.96  -0.25
N3 -2.97 -4.67 0.87  -0.35
N4 -3.85 -3.85 1.54  0.43
C13 -5.25 -4.22 1.60  -0.83
H1 2.92 -1.12 2.28  0.10
H2 2.58 -2.75 2.91  0.40
H3 1.37 -1.47 3.11  0.17
H4 0.21 -2.32 -0.90  0.26
H5 1.09 -1.06 -1.70  0.38
H6 -0.59 0.39 -1.45  0.03
H7 -1.57 -0.91 -0.84  0.39
H8 -0.29 -0.02 1.50  0.19
H9 -0.37 1.43 0.49  0.55
H10 -2.55 1.74 0.81  0.20
H11 -2.96 0.10 0.43  0.44
H12 -2.14 1.29 3.13  0.41
H13 -3.74 0.81 2.62  0.42
H14 -1.49 -1.22 3.02  0.53
H15 -2.59 -0.68 4.28  0.36
H16 -4.87 -0.73 3.83  0.52
H17 -5.58 -1.62 2.50  0.42
H18 -4.31 -3.24 4.78  0.41
H19 -0.87 -4.57 0.53  0.57
H20 -3.27 -5.52 0.42  0.20
H21 -5.51 -4.70 0.65  0.34
H22 -5.89 -3.35 1.71  0.35
H23 -5.43 -4.93 2.41  0.36
C14 5.54 -0.06 0.14  -0.56
C15 5.96 0.34 1.56  0.88
C16 6.12 1.84 1.86  0.06
F1 7.10 2.37 1.11  -0.22
F2 6.44 1.97 3.16  -0.26
F3 7.06 -0.33 1.93  -0.27
F4 4.92 -0.06 2.37  -0.33
O4 6.56 -0.50 -0.73  -0.43
C17 7.25 0.36 -1.53  0.75
C18 8.74 0.36 -1.19  0.19
F5 8.92 0.71 0.10  -0.22
F6 9.35 1.27 -1.98  -0.25
F7 6.74 1.60 -1.51  -0.29
F8 7.15 -0.10 -2.80  -0.30
H24 4.92 -0.94 0.28  0.27
H25 4.91 0.70 -0.32  0.40
H26 5.18 2.37 1.67  0.29
H27 9.17 -0.63 -1.36  0.26
C19 -2.95 4.53 -4.58  -0.76
C20 -3.48 3.72 -3.39  0.93
C21 -2.74 3.84 -2.06  0.09
F9 -1.46 3.41 -2.16  -0.22
F10 -3.36 3.06 -1.14  -0.28
F11 -3.59 2.41 -3.72  -0.26
F12 -4.73 4.20 -3.13  -0.33
O5 -2.14 3.84 -5.50  -0.39
C22 -0.79 3.75 -5.35  0.78
C23 -0.34 2.29 -5.22  0.17
F13 -0.94 1.71 -4.15  -0.19
F14 0.99 2.26 -5.02  -0.26
F15 -0.33 4.50 -4.34  -0.28
F16 -0.22 4.20 -6.49  -0.30
H28 -3.84 4.79 -5.14  0.41
H29 -2.49 5.46 -4.25  0.36
H30 -2.74 4.88 -1.70  0.28
H31 -0.59 1.73 -6.12  0.25



Computed, not measured: a structure of composition C23H31F2N7O8P2W at a distorted geometry, with ωB97M-V/def2-TZVPD.

orbital gap (alpha / beta): 7.93 / 8.47 eV
spin multiplicity: 3
ΔE to the lowest compared entry with this formula, charge and spin: 50.69 kcal/mol
HOMO (alpha / beta): -8.0 / -8.8 eV
⟨S²⟩: 2.013
LUMO level (alpha / beta): -0.048 / -0.341 eV
molar mass: 817.3 g mol⁻¹

Last column: Löwdin spin population.
Cartesian coordinates (Å):
W1 -0.06 -0.18 -0.95  1.59
N1 1.01 1.47 -3.02  0.01
C1 1.21 0.27 -3.91  0.00
C2 0.20 -0.90 -3.87  0.00
O1 0.27 -1.68 -4.80  0.00
N2 -0.57 -1.00 -2.78  0.01
C3 -1.12 -2.33 -2.47  0.02
C4 -1.39 -2.31 -0.94  0.02
O2 -1.14 -3.24 -0.17  0.05
O3 -1.93 -1.17 -0.59  0.08
H1 0.02 1.77 -3.06  0.00
H2 1.55 2.25 -3.40  0.00
H3 2.19 -0.15 -3.69  0.00
H4 1.22 0.64 -4.94  0.00
H5 -0.43 -3.12 -2.74  0.00
H6 -2.09 -2.51 -2.94  0.00
O4 2.29 -3.65 -1.46  0.01
C5 1.86 -2.70 -0.86  0.01
O5 1.46 -1.59 -1.46  0.04
C6 1.79 -2.65 0.67  0.00
P1 1.43 -0.91 1.03  0.01
C7 3.12 -0.20 1.07  0.01
C8 3.91 -0.18 -0.08  0.00
C9 5.23 0.24 -0.02  0.00
C10 5.78 0.64 1.18  0.00
C11 5.02 0.60 2.33  0.00
C12 3.70 0.18 2.28  0.00
C13 0.78 -0.71 2.70  0.00
C14 0.35 -1.83 3.41  0.00
C15 -0.27 -1.68 4.65  0.00
C16 -0.46 -0.41 5.17  0.00
C17 -0.03 0.71 4.46  0.00
C18 0.58 0.56 3.23  0.00
H7 2.75 -2.96 1.08  0.00
H8 1.01 -3.33 0.99  0.00
H9 3.50 -0.55 -1.02  0.00
H10 5.82 0.23 -0.93  0.00
H11 6.81 0.97 1.22  0.00
H12 5.44 0.90 3.28  0.00
H13 3.12 0.14 3.20  0.00
H14 0.47 -2.82 3.01  0.00
H15 -0.61 -2.55 5.19  0.00
H16 -0.94 -0.29 6.13  0.00
H17 -0.19 1.70 4.87  0.00
H18 0.88 1.43 2.67  0.00
F1 -0.28 1.12 0.54  0.08
C19 1.38 1.27 -1.83  0.04
F2 1.31 2.61 -1.46  0.01
H19 2.44 1.01 -1.96  0.01
N3 -2.77 -2.91 2.40  0.00
N4 -3.21 -1.60 2.28  0.00
N5 -4.48 -1.29 2.12  0.00
C20 -4.39 0.03 2.01  0.00
N6 -3.14 0.48 2.11  0.00
N7 -2.39 -0.59 2.28  0.00
H20 -3.59 -3.48 2.20  0.00
H21 -2.09 -3.05 1.64  0.00
H22 -5.25 0.67 1.87  0.00
C21 -1.44 3.88 -3.09  0.00
O6 -1.67 2.47 -2.97  0.00
P2 -1.97 1.69 -1.55  0.00
O7 -3.44 1.14 -1.78  0.00
C22 -3.76 0.23 -2.85  0.00
O8 -2.32 2.88 -0.59  0.00
C23 -1.79 3.31 0.68  0.00
H23 -1.81 4.18 -4.06  0.00
H24 -0.37 4.09 -3.02  0.00
H25 -1.96 4.42 -2.31  0.00
H26 -4.75 -0.14 -2.65  0.00
H27 -3.04 -0.59 -2.88  0.00
H28 -3.75 0.77 -3.80  0.00
H29 -2.31 4.24 0.90  0.00
H30 -0.72 3.49 0.60  0.00
H31 -1.99 2.56 1.44  0.00



Computed, not measured: a structure of composition C23H31F6N4O2PdSSbSi, with ωB97M-V/def2-TZVPD.

orbital gap (alpha / beta): 5.26 / 6.87 eV
spin multiplicity: 2
ΔE to the lowest compared entry with this formula, charge and spin: 0.22 kcal/mol
HOMO (alpha / beta): -3.4 / -5.0 eV
⟨S²⟩: 0.754
LUMO level (alpha / beta): 1.892 / 1.892 eV
molar mass: 797.8 g mol⁻¹
total charge: -1

Last column: natural (NBO) charge in e.
Cartesian coordinates (Å):
Pd1 0.40 1.17 0.68  0.48
O1 6.54 -2.44 0.64  -0.72
C1 6.51 -1.04 0.42  -0.08
C2 5.10 -0.54 0.43  0.01
C3 4.84 0.82 0.29  -0.26
C4 3.54 1.27 0.30  0.06
N1 2.49 0.44 0.44  -0.46
C5 2.73 -0.87 0.57  0.18
C6 4.02 -1.39 0.58  -0.25
C7 1.53 -1.74 0.67  0.23
C8 1.56 -3.07 0.29  -0.25
C9 0.39 -3.81 0.32  0.01
C10 0.39 -5.23 -0.20  -0.09
O2 1.15 -5.35 -1.38  -0.72
C11 -0.77 -3.19 0.77  -0.23
C12 -0.72 -1.86 1.13  0.07
N2 0.40 -1.14 1.08  -0.46
H1 7.43 -2.75 0.51  0.47
H2 6.96 -0.79 -0.55  0.18
H3 7.08 -0.51 1.19  0.17
H4 5.65 1.54 0.17  0.21
H5 3.29 2.31 0.17  0.23
H6 4.18 -2.45 0.70  0.24
H7 2.46 -3.51 -0.11  0.23
H8 -0.64 -5.56 -0.35  0.19
H9 0.86 -5.90 0.53  0.18
H10 0.80 -4.71 -2.02  0.49
H11 -1.71 -3.72 0.76  0.23
H12 -1.61 -1.32 1.43  0.21
F1 -2.24 -1.80 -1.63  -0.69
Sb1 -1.67 -2.80 -3.13  3.18
F2 0.13 -2.71 -2.51  -0.71
F3 -1.34 -1.14 -4.02  -0.70
F4 -1.05 -3.75 -4.64  -0.68
F5 -3.43 -2.86 -3.78  -0.68
F6 -1.88 -4.41 -2.16  -0.69
C13 -1.37 0.51 3.93  -1.11
Si1 -1.65 2.09 2.93  1.64
C14 -3.31 2.79 3.53  -1.11
C15 -0.35 3.35 3.46  -1.11
C16 -1.57 1.76 1.13  -1.35
H13 -1.37 0.71 5.01  0.22
H14 -0.42 0.05 3.67  0.23
H15 -2.16 -0.22 3.73  0.22
H16 -3.32 2.98 4.60  0.21
H17 -4.12 2.09 3.30  0.22
H18 -3.53 3.73 3.02  0.22
H19 -0.46 3.64 4.51  0.21
H20 -0.42 4.25 2.85  0.23
H21 0.66 2.94 3.32  0.23
H22 -1.85 2.64 0.54  0.22
H23 -2.27 0.95 0.85  0.21
N3 1.04 0.52 -2.67  -0.80
C17 0.25 1.55 -2.27  0.34
S1 0.93 2.89 -1.49  -0.33
N4 -1.05 1.40 -2.60  -0.62
C18 -2.16 2.21 -2.27  0.24
C19 -2.13 3.60 -2.30  -0.25
C20 -3.27 4.32 -1.96  -0.21
C21 -4.44 3.66 -1.61  -0.24
C22 -4.47 2.28 -1.61  -0.19
C23 -3.34 1.55 -1.93  -0.25
H24 1.95 0.52 -2.27  0.40
H25 0.62 -0.38 -2.88  0.41
H26 -1.30 0.49 -2.98  0.43
H27 -1.22 4.11 -2.57  0.24
H28 -3.23 5.40 -1.97  0.20
H29 -5.32 4.23 -1.34  0.20
H30 -5.38 1.75 -1.33  0.21
H31 -3.35 0.47 -1.90  0.23



Which of these has the lowest molar mass? C23H31F16N4O5



What is the molar mass in the first record? 747.5 g mol⁻¹



Which of these has the lowest molar mass? C23H31F16N4O5